1.
56
Properties=species:S:1:pos:R:3:forces:R:3:nbo_charge:R:1 method="wB97M-V/def2-TZVPD" multiplicity=1 relative_energy_kj_mol=0.0 e_tot_ha=-1191.44538 total_charge=+1 e_homo_ev=-9.95
C -0.090126 -1.211521 1.296640 -0.60 -0.05 0.09 -0.063
H -3.014409 3.549474 3.808290 0.13 -0.16 -0.13 0.239
C 5.003124 0.023390 -2.832776 0.12 0.23 0.01 -0.081
N 2.692457 0.335860 -2.002224 -0.24 -0.40 0.19 -0.411
C 0.694437 -3.498954 0.996240 0.43 0.80 -0.27 -0.219
C -0.774048 1.075503 1.787846 -0.52 -0.39 -0.14 -0.065
O 5.215296 1.414177 -2.584166 -0.44 -0.48 0.50 -0.510
C -0.535258 2.470612 1.746603 -0.45 0.55 0.43 -0.154
H -3.446928 1.161015 3.976544 0.32 0.26 -0.35 0.227
C 0.338637 0.550218 -1.346094 0.93 0.13 -1.70 -0.387
C -2.643294 1.493743 3.319509 -0.15 0.89 0.28 -0.246
C 3.018117 1.689391 -1.547555 0.30 0.12 -0.54 -0.243
H -4.068251 1.836130 -1.962060 0.22 -0.39 0.01 0.222
H -2.077403 -3.453424 2.996768 0.38 0.05 -0.40 0.235
N -2.004291 -0.793364 2.755029 0.26 0.06 -0.25 -0.296
H 5.380831 -0.600061 -2.000244 0.08 0.34 -0.20 0.170
H 3.356739 -1.359908 -3.032910 0.04 0.17 -0.04 0.212
C -2.023603 1.263881 -1.607538 0.15 -0.37 0.05 -0.224
H 3.237253 0.114212 -4.041941 -0.01 -0.13 0.29 0.196
C -3.012640 -1.352583 3.658063 -0.44 -0.18 0.26 -0.418
C -1.047370 0.251693 -1.702023 -0.63 -0.38 -0.14 -0.070
H 2.544201 1.885320 -0.575413 0.16 -0.09 -0.28 0.196
C 0.837180 -2.140076 0.764599 -0.11 -0.72 0.15 -0.141
H 1.222728 -0.997621 -2.559990 -0.05 0.48 0.11 0.207
C -3.337450 1.021828 -2.004581 0.07 -0.20 -0.04 -0.196
H -1.722646 2.247768 -1.234298 -0.16 -0.27 -0.17 0.208
H 0.506979 1.514812 -0.869285 -0.03 -0.11 -0.46 0.206
C 1.387468 -0.065767 -2.005843 -0.65 0.55 0.95 0.103
C -1.335343 3.354189 2.454584 0.78 -0.20 -0.53 -0.218
C -1.419182 -1.016667 -2.191242 -0.57 0.37 0.18 -0.180
C 4.532532 1.843081 -1.410321 0.09 0.07 -0.10 -0.077
H -3.614916 -0.565319 4.107786 0.19 -0.33 -0.20 0.229
H -1.123597 4.423244 2.420319 -0.11 -0.32 0.01 0.240
H -0.475569 -5.028114 1.981027 -0.02 0.23 -0.03 0.238
H 1.426781 -4.193375 0.583425 -0.27 0.15 0.14 0.237
C -1.287288 -3.073388 2.345749 0.24 -0.84 0.00 -0.252
H 1.669786 -1.745932 0.180996 -0.24 -0.16 0.07 0.231
H -3.006172 -2.238178 -2.988865 0.00 0.32 0.17 0.221
C -1.167178 -1.691877 2.119175 0.39 0.62 -0.27 0.202
C -1.848810 0.572184 2.611030 0.48 -0.18 -0.33 0.218
H -3.683046 -2.017997 3.099019 0.16 0.22 0.12 0.229
H 4.865629 1.281585 -0.515398 0.12 0.15 -0.36 0.168
H 5.569085 -0.173382 -3.753427 -0.18 -0.23 0.38 0.215
C 0.062044 0.175491 1.091297 1.15 -0.26 2.19 0.000
C 3.528027 -0.278802 -3.050121 0.04 0.60 -0.30 -0.239
H 2.653868 2.441361 -2.277512 -0.04 -0.32 0.25 0.203
H -4.719063 -0.423556 -2.823403 0.20 0.02 0.11 0.223
C -0.372180 -3.962888 1.786402 -0.57 0.62 0.31 -0.123
H 1.054193 0.532454 0.796673 -0.68 -0.23 0.03 0.239
C -3.699902 -0.243268 -2.487511 0.20 0.15 -0.05 -0.229
C -2.391555 2.862558 3.238962 -0.11 -1.03 -0.06 -0.122
H -2.547378 -1.926421 4.473992 -0.01 0.27 -0.33 0.228
H -0.672581 -1.807832 -2.254679 -0.25 0.10 -0.01 0.194
H 4.792232 2.905876 -1.311844 -0.13 -0.35 0.21 0.212
H 0.312962 2.828500 1.160259 -0.29 -0.03 0.12 0.225
C -2.741084 -1.259251 -2.583543 0.29 0.27 0.09 -0.211

***

2.
58
Properties=species:S:1:pos:R:3:forces:R:3:nbo_charge:R:1 method="wB97M-V/def2-TZVPD" multiplicity=1 relative_energy_kj_mol=366.6 e_tot_ha=-1321.64084 e_homo_ev=-7.12
C 0.668540 -2.604934 0.406666 0.19 -0.14 0.24 -0.220
H -8.095121 -1.960716 0.370306 0.01 0.03 0.04 0.176
C -7.364689 2.278473 -1.141033 -0.46 0.19 -0.08 -0.239
C 2.182516 2.878388 1.485049 -0.12 0.00 0.08 -0.212
C 2.328485 1.501092 1.599262 -0.03 0.05 0.07 -0.203
N 0.026949 -1.569953 -0.371817 0.56 -0.01 -0.23 -0.236
C -4.075924 0.799967 -0.757817 0.00 -0.24 0.13 -0.226
O -5.972705 2.078539 -1.064861 0.33 -0.21 0.19 -0.501
H 0.856767 0.367310 -0.335690 -0.05 -0.03 -0.10 0.195
C 3.784569 -0.581212 0.930854 0.04 -0.24 -0.01 -0.085
H 2.989281 -0.331073 -1.395120 -0.06 -0.04 -0.05 0.223
N -1.258467 -1.387318 -0.134957 -0.65 -0.02 0.18 -0.204
C 5.063566 -0.537916 0.126211 0.16 0.39 -0.02 -0.011
H 7.638244 -2.123438 -1.335750 0.06 -0.06 -0.03 0.213
H 5.616657 -2.600073 0.017810 -0.04 -0.13 0.01 0.220
H 2.972946 4.704257 0.706828 -0.01 0.08 0.00 0.214
C 3.401270 0.888485 0.984741 0.19 0.22 -0.10 -0.054
H -7.486285 3.225202 -1.668355 -0.02 -0.07 0.03 0.185
H -1.486142 0.451917 -1.108473 0.14 -0.10 -0.02 0.164
C -4.043447 -1.313705 0.348304 0.14 0.14 -0.10 -0.197
H 0.566571 -0.316397 -1.951302 0.03 0.07 0.03 0.205
H -9.224584 -0.712276 0.951082 0.06 -0.08 0.03 0.198
H 8.192789 0.177500 -1.975528 0.06 0.01 -0.05 0.213
H 2.359269 -1.960197 -1.646230 -0.01 0.18 -0.08 0.198
C -6.130541 -0.107785 0.109657 -0.17 0.12 -0.05 0.279
C 5.370227 0.776577 -0.248122 0.29 -0.55 -0.07 -0.004
C 6.995353 -1.314010 -1.022371 0.03 -0.14 0.01 -0.211
H 1.340774 3.363631 1.957016 -0.06 0.05 0.03 0.215
C -5.446318 0.919728 -0.564972 -0.04 -0.02 -0.01 0.247
H -7.857245 1.483675 -1.706027 0.02 0.06 0.04 0.178
C -3.350662 -0.301712 -0.312954 -0.89 0.00 0.22 -0.079
H 6.744558 2.057247 -1.292503 0.04 0.10 -0.04 0.209
H 4.921100 3.623061 -0.364601 0.07 0.08 -0.06 0.210
H 1.055729 -3.390322 -0.252398 0.00 -0.05 0.11 0.190
O -7.487659 0.023474 0.309870 0.44 0.24 -0.17 -0.526
C 5.866276 -1.587947 -0.261784 0.00 0.03 0.00 -0.190
C 7.308266 -0.012655 -1.385053 0.09 0.06 -0.07 -0.210
C -5.403403 -1.210121 0.550135 -0.15 0.03 0.02 -0.298
C 4.339291 1.659154 0.278499 -0.48 0.15 0.29 0.012
C -8.181114 -1.025457 0.933614 -0.11 -0.16 0.10 -0.249
C -1.926085 -0.379169 -0.553101 0.92 0.18 -0.26 -0.047
C 1.813381 -2.009685 1.219837 -0.07 -0.22 0.14 -0.217
H 1.400536 -1.229875 1.877431 -0.03 -0.06 -0.01 0.168
H -7.837088 -1.185998 1.960909 -0.01 -0.02 -0.05 0.175
H 3.988754 -0.957313 1.941202 0.00 0.04 -0.05 0.227
N 2.837412 -1.500110 0.322716 0.00 -0.05 0.14 -0.448
H -5.909345 -2.009538 1.067902 -0.08 -0.05 0.04 0.216
H -3.502382 -2.177936 0.696706 0.02 -0.11 0.05 0.225
H -0.087245 -3.038733 1.062287 0.10 0.03 -0.08 0.233
C 2.329266 -1.092360 -0.975938 -0.18 -0.08 -0.26 -0.231
H -3.582561 1.607384 -1.277563 0.06 0.11 -0.08 0.217
C 6.499399 1.045968 -1.003814 -0.10 0.03 0.05 -0.215
H 2.265918 -2.780458 1.854605 -0.12 0.06 0.06 0.200
C 3.104291 3.634553 0.779747 0.00 0.11 -0.02 -0.207
C 4.195997 3.032335 0.175130 0.04 -0.10 -0.02 -0.216
C 0.899244 -0.555667 -0.934493 -0.16 0.19 -0.04 -0.264
H -7.821029 2.352400 -0.151740 0.03 0.00 -0.12 0.183
H 1.605854 0.935723 2.169997 -0.05 -0.06 0.03 0.214

***

3.
60
Properties=species:S:1:pos:R:3:forces:R:3:nbo_charge:R:1 method="wB97M-V/def2-TZVPD" multiplicity=1 relative_energy_kj_mol=15.9 e_tot_ha=-1795.15785 e_homo_ev=-8.12
H -1.516046 -0.415293 -3.396244 0.00 0.08 -0.01 0.246
N -3.259345 0.022003 0.136971 -0.13 0.06 0.37 -0.614
C -0.794728 -2.737864 0.242264 0.03 0.07 0.27 -0.198
H 3.734385 -0.462416 1.930633 0.04 0.09 0.09 0.205
H -2.213874 0.007191 2.520504 -0.03 0.11 0.08 0.215
C -1.788898 -1.904697 -0.236128 -0.12 0.03 -0.17 -0.270
C 0.538120 -0.925434 -2.944140 0.06 0.12 -0.18 -0.377
H -5.525721 1.335579 -0.581600 -0.02 -0.01 -0.01 0.255
H -5.021464 1.459092 -2.279736 0.07 -0.19 0.14 0.243
C 1.753544 0.901918 -1.698763 0.15 -0.42 -0.46 0.576
H 0.248736 -1.414282 -2.011977 -0.02 -0.03 -0.03 0.218
H 2.015040 -1.942233 2.981130 0.04 0.04 0.10 0.190
C 1.933721 2.998274 1.488524 -0.54 -0.26 -0.45 -0.286
C -0.600492 1.178345 -2.334311 0.38 -0.04 0.00 0.302
H -2.552105 1.545482 -2.856715 0.09 -0.02 0.15 0.424
N -1.807178 1.840501 -2.242661 -0.02 0.06 -0.17 -0.604
C -4.666972 1.389538 -1.250706 0.21 0.38 -0.14 -0.625
H 2.649423 -0.881005 -2.435367 0.04 0.09 0.01 0.237
H 3.979189 -0.487300 0.192360 0.10 0.08 -0.04 0.231
H 2.599906 -2.598942 0.062855 -0.08 -0.05 -0.10 0.188
C 0.439659 1.522460 -1.544894 -0.40 0.38 0.33 -0.208
O -3.558987 -0.554354 -2.056616 0.00 -0.21 -0.15 -0.631
N -1.733847 3.918410 2.032062 -0.06 0.17 0.28 -0.311
C -1.820191 -0.770013 1.880544 -0.08 -0.04 -0.09 -0.230
O 0.631676 1.194152 1.409677 -0.29 -0.07 -0.44 -0.428
C 0.834987 -3.468051 2.009748 0.17 0.13 0.19 -0.419
H -0.317297 0.495393 -4.327968 -0.03 0.01 -0.03 0.223
C -0.296599 -2.606775 1.530905 -0.08 -0.20 -0.06 -0.011
S -3.805546 2.949741 -0.785960 0.05 -0.11 -0.08 0.286
O 2.732497 1.277284 -1.084623 -0.06 0.03 -0.11 -0.555
C -1.146080 2.909500 -0.235380 0.04 -0.47 -1.06 -0.229
H 1.698274 -1.197914 0.644243 -0.05 -0.01 -0.08 0.207
H 2.817248 2.465182 3.464824 0.11 -0.03 0.22 0.226
C -0.844116 -1.624802 2.349642 -0.06 -0.05 -0.11 -0.200
C -1.470915 3.483030 1.001695 -0.37 0.23 0.58 0.274
C 1.331319 1.155870 2.557405 0.55 0.24 0.60 0.076
H -0.399320 -3.507485 -0.405267 0.06 -0.09 -0.06 0.211
H 0.797532 3.557938 -0.924950 0.02 -0.10 0.15 0.233
H 1.154891 0.322707 3.206324 -0.08 -0.18 0.04 0.198
H 2.410046 3.917892 1.219267 0.07 0.20 -0.14 0.228
H 4.642923 -1.787145 1.194728 0.12 -0.06 0.05 0.193
C -2.112092 2.541404 -1.103715 -0.28 0.36 0.36 0.113
C 2.148370 2.235279 2.661104 -0.26 -0.43 0.09 -0.292
H 1.001554 -4.278058 1.296924 -0.03 -0.05 0.03 0.205
H 2.173110 0.277705 -3.674877 0.04 0.01 -0.03 0.223
C -3.773355 0.165532 -1.100377 -0.40 0.28 0.06 0.672
C 2.501285 -1.894839 0.893216 0.20 0.08 0.30 -0.407
C 3.798283 -1.113954 1.061769 -0.14 -0.08 -0.16 -0.610
H -2.170639 -2.032701 -1.234764 -0.01 0.01 -0.02 0.250
H -3.519421 0.714402 0.829473 0.01 0.01 -0.23 0.412
C -2.291272 -0.897404 0.577226 0.24 -0.29 -0.01 0.203
H -0.498713 -1.525914 3.368128 0.06 0.04 0.14 0.211
H 0.580751 -3.913119 2.975180 -0.02 -0.10 -0.05 0.214
H 2.941867 -3.335955 2.432129 0.05 0.03 0.09 0.203
H 0.641916 -1.690370 -3.715288 -0.02 -0.02 0.03 0.214
C 0.321546 2.648714 -0.529604 0.10 -0.26 0.04 -0.267
C 1.856488 -0.196679 -2.740236 0.08 -0.18 0.13 -0.503
C 1.008090 2.315775 0.759298 0.60 0.94 0.08 0.313
C 2.129689 -2.656388 2.163564 -0.12 -0.11 -0.37 -0.379
C -0.540848 0.075095 -3.341445 0.03 -0.23 0.00 -0.463